Version i
Here is a cluster of 2 separate species, C6H12N in total from OMol25. Energies are from ωB97M-V/def2-TZVPD.

```
19
Properties=species:S:1:pos:R:3
H -0.22750 -1.97052 -2.95138
C 0.48166 -1.31782 -2.41029
H 2.03190 0.87712 -1.61202
C 0.07897 -0.09191 -2.01594
N 0.06234 -0.47361 1.00015
H 1.51184 -1.70842 -2.29944
C -1.56284 -0.54928 2.76266
H 0.31151 0.44422 0.58088
H -0.51085 2.41597 -0.82870
H -0.96910 0.18771 -2.27285
H -0.72834 -0.82148 0.43103
C 0.52630 2.06305 -0.82392
C 0.93968 0.97483 -1.49563
H -2.41647 -0.67797 2.05876
C -0.29871 -0.35877 2.41213
H 0.53655 -0.02593 3.04176
H 1.21234 2.71696 -0.28287
H -1.82265 -0.57738 3.84683
H 0.84336 -1.10676 0.85885
```

Calculated values
- Kohn-Sham gap (eV) = 9.7
- charge = +1
- E_HOMO (hartree) = -0.4850

Mulliken population analysis, charges in e, atoms 1 to 8: number 1, H, carries 0.27; number 2, C, carries -0.71; number 3, H, carries 0.30; number 4, C, carries 0.03; number 5, N, carries -0.22; number 6, H, carries 0.28; number 7, C, carries -0.70; number 8, H, carries 0.19


Version ii
Here is a cluster of 2 separate species, C6H12N in total from OMol25. Energies are from ωB97M-V/def2-TZVPD.

```
19
Properties=species:S:1:pos:R:3
N -0.72607 0.21202 -1.48339
H 0.11618 -1.68347 1.83617
H -1.89013 1.91197 -1.16447
H -0.60345 -0.05891 3.51079
C 0.07121 0.21611 2.71436
H -1.97795 0.52494 -3.04079
H 1.70596 -2.30225 0.03306
C 1.97414 -1.25495 -0.04072
H 0.44515 1.23339 2.70257
C 1.42493 -0.33272 0.74758
H 2.73323 -0.99297 -0.76601
C -1.30238 1.22023 -0.56719
H -0.67079 -0.80843 -3.24608
C -1.14347 -0.04179 -2.64780
C 0.46729 -0.65992 1.79745
H 0.07013 -0.32131 -1.09118
H -0.48278 1.73558 -0.08353
H -1.93123 0.69537 0.14564
H 1.72004 0.70712 0.64355
```

Calculated values
- Kohn-Sham gap (eV) = 7.9
- charge = +1
- E_HOMO (hartree) = -0.4693

Mulliken population analysis, charges in e, atoms 1 to 8: number 1, N, carries 0.15; number 2, H, carries 0.29; number 3, H, carries 0.34; number 4, H, carries 0.29; number 5, C, carries -0.85; number 6, H, carries 0.26; number 7, H, carries 0.30; number 8, C, carries -0.86


Version iii
Here is the ion C6H12N with charge +1 from OMol25. Energies are from ωB97M-V/def2-TZVPD.

```
19
Properties=species:S:1:pos:R:3
H 2.52544 -1.25086 -0.72487
C -1.33390 0.10532 0.23533
C 2.03531 -1.11455 0.18199
C 1.57116 1.33748 -0.32485
H -2.37057 -1.09424 -0.96909
H 0.99101 0.41896 1.28222
N -0.20847 -0.36591 -0.22602
C 1.03963 0.06229 0.30753
H 1.49143 1.13720 -1.38158
H -4.60114 -0.59132 -0.09749
H -1.36621 0.90010 1.02984
H 2.91770 -0.98202 0.84086
C -2.57064 -0.37482 -0.15850
H 2.65790 1.53129 -0.32367
H 1.08158 2.17160 -0.09119
C -3.81809 -0.09136 0.24916
H -0.07881 -1.11695 -0.90887
H 1.39841 -2.12945 0.36596
H -3.94495 0.67289 0.92044
```

Calculated values
- Kohn-Sham gap (eV) = 9.4
- charge = +1
- E_HOMO (hartree) = -0.5465
- SMILES = C=C/C=[NH+]/C(C)C

Mulliken population analysis, charges in e, atoms 1 to 8: number 1, H, carries 0.41; number 2, C, carries 0.28; number 3, C, carries -1.39; number 4, C, carries -1.54; number 5, H, carries 0.24; number 6, H, carries 0.25; number 7, N, carries -0.09; number 8, C, carries 0.51


Version iv
Here is a cluster of 2 separate species, C6H12N in total from OMol25. Energies are from ωB97M-V/def2-TZVPD.

```
19
Properties=species:S:1:pos:R:3
C -1.25327 1.86037 -1.66031
H 2.89417 -2.32485 3.49398
H -2.39831 0.12843 -2.33853
H -0.79682 1.94840 -2.64821
H -2.19722 2.40162 -1.69230
C -1.75352 0.34901 -1.49201
C 1.38012 -1.76917 2.49456
C -0.60549 -0.57518 -1.37024
H -0.65988 2.40287 0.33698
H 1.03046 -1.75496 1.45807
H 0.47579 1.50070 -0.49378
H -2.39300 0.31951 -0.60509
H -0.33554 -1.13865 -2.27175
C -0.21494 2.33038 -0.65975
H -0.05860 -1.95440 -0.13007
H 0.64082 -1.92920 3.28867
C -0.05122 -0.84618 -0.19776
N 2.62722 -1.72953 2.70737
H 0.40867 3.17748 -0.91832
```

Calculated values
- Kohn-Sham gap (eV) = 4.2
- charge = +1
- E_HOMO (hartree) = -0.4611

Mulliken population analysis, charges in e, atoms 1 to 8: number 1, C, carries -0.38; number 2, H, carries 0.28; number 3, H, carries 0.36; number 4, H, carries 0.33; number 5, H, carries 0.33; number 6, C, carries -0.44; number 7, C, carries -0.03; number 8, C, carries -0.24


Quick one: least stable of them? version iv


Version i
Here is a cluster of 3 separate species, C4H15NO2 in total from OMol25. Energies are from ωB97M-V/def2-TZVPD.

```
22
Properties=species:S:1:pos:R:3
H 1.18677 1.17060 -0.57172
O -3.25516 -0.22558 0.26275
H -2.40427 -0.56343 -0.27537
N -0.10976 -0.34372 -1.27453
H 2.37186 -0.42525 1.39193
H 0.42312 -0.36441 -2.06132
H -1.78260 1.17639 -0.20517
C 0.36768 0.14394 1.17280
H 2.14335 1.39151 1.11743
H -0.69766 2.28295 -1.26077
H -1.01143 2.44307 0.48745
C 1.74970 0.54255 1.71465
H 1.49951 -2.57598 -1.07490
C 0.21796 0.67271 -0.21942
O 0.86268 -2.65624 -1.89570
H 1.14801 -2.40098 -2.73835
H -0.33215 0.62476 1.95317
H -3.48891 -1.16932 0.48288
H 1.97206 0.63361 2.74522
C -0.87946 1.76352 -0.31932
H -0.24200 -1.16899 -0.77965
H 0.26071 -0.95171 1.34795
```

Calculated values
- Kohn-Sham gap (eV) = 9.5
- E_HOMO (hartree) = -0.3278
- SMILES = CC[C@H](C)N.O.O

Mulliken population analysis, charges in e, atoms 1 to 8: number 1, H, carries 0.25; number 2, O, carries -0.69; number 3, H, carries 0.28; number 4, N, carries -0.51; number 5, H, carries 0.17; number 6, H, carries 0.25; number 7, H, carries 0.19; number 8, C, carries -0.36


Version ii
Here is a cluster of 3 separate species, C4H15NO2 in total from OMol25. Energies are from ωB97M-V/def2-TZVPD.

```
22
Properties=species:S:1:pos:R:3
H 0.06739 1.42767 -1.96777
C 0.68526 0.54099 -1.89177
H 1.34930 -2.47300 -1.59061
H -1.84443 -2.02063 0.44647
H 1.86295 -0.19340 2.27576
C -1.97340 -0.97376 0.46443
H -0.64561 2.58450 0.01058
H -1.22210 0.74887 -0.44108
O 0.20575 2.70591 0.42516
H -2.98549 -0.57051 0.12685
C -0.00309 -0.65932 -1.14955
C 0.98056 -1.76277 -0.72298
H 1.76910 -1.41651 -0.09345
H 0.31891 2.50364 1.35328
H -0.62522 -1.33420 -1.82020
H 0.42743 -2.25301 0.10078
H 1.56806 0.93328 -1.46810
H 0.71823 0.27851 -2.95062
H 0.37187 0.45984 1.85391
O 0.89301 -0.20411 2.47700
H -1.97933 -0.62459 1.49783
N -0.86815 -0.13368 -0.10738
```

Calculated values
- Kohn-Sham gap (eV) = 9.2
- E_HOMO (hartree) = -0.3161
- SMILES = CNC(C)C.O.O

Mulliken population analysis, charges in e, atoms 1 to 8: number 1, H, carries 0.43; number 2, C, carries -1.39; number 3, H, carries 0.28; number 4, H, carries 0.38; number 5, H, carries 0.31; number 6, C, carries -1.06; number 7, H, carries 0.31; number 8, H, carries 0.07


Quick one: least stable of them? version i


Version i
Here is a cluster of 3 separate species, C4H12O4 in total from OMol25. Energies are from ωB97M-V/def2-TZVPD.

```
20
Properties=species:S:1:pos:R:3
C 0.33614 0.20463 -0.50114
C 0.77605 0.38171 1.02502
H -0.37671 -0.60518 -0.46496
H -0.17872 -0.14080 1.60027
H 0.27801 -2.45396 0.61523
O 0.65580 1.79267 1.18433
O -2.29254 -1.86161 -1.63701
H -1.74562 -1.91154 -2.41133
H 1.15551 -0.12929 -1.19030
H 2.48943 -0.96045 0.97556
C 2.09399 -0.09137 1.48710
H 1.99414 -0.48747 2.58432
H 2.81805 0.80472 1.51724
O -0.68120 1.45990 -2.10137
H -2.05719 -0.85533 -1.37972
C -0.29963 1.53538 -0.95336
O -0.40017 -2.29160 1.29805
H -1.15567 -2.91452 1.26266
H 1.56458 2.18969 1.04042
H -0.48026 2.48717 -0.44721
```

Calculated values
- Kohn-Sham gap (eV) = 9.9
- E_HOMO (hartree) = -0.3409
- SMILES = C[C@@H](O)CC=O.O.O

Mulliken population analysis, charges in e, atoms 1 to 8: number 1, C, carries -0.02; number 2, C, carries 0.32; number 3, H, carries -0.16; number 4, H, carries 0.26; number 5, H, carries 0.29; number 6, O, carries -0.57; number 7, O, carries -0.67; number 8, H, carries 0.32


Version ii
Here is a cluster of 3 separate species, C4H12O4 in total from OMol25. Energies are from ωB97M-V/def2-TZVPD.

```
20
Properties=species:S:1:pos:R:3
H 1.53267 2.41005 -0.38443
H -1.51109 -1.71160 -0.43457
C -0.46305 1.40396 -0.34264
O 3.60201 -0.83080 0.08634
O -2.42643 -1.53279 -0.32011
O 1.35619 -2.00432 -0.92350
H -3.54913 -0.02545 0.35619
H 2.96726 -0.20575 0.56809
C -2.60563 -0.10869 -0.26456
O 1.31824 1.11977 1.19230
C -1.43520 0.57107 0.53898
H -0.40110 0.85913 -1.32711
H -0.98559 2.45024 -0.23811
H 1.19504 -2.61763 -0.12031
H -2.70001 0.39204 -1.27932
H 1.99287 -1.37115 -0.55186
H 3.99741 -1.36153 0.80753
C 0.91447 1.68617 0.19511
H -1.89625 1.13464 1.41438
H -0.90267 -0.25736 1.02759
```

Calculated values
- Kohn-Sham gap (eV) = 10.9
- E_HOMO (hartree) = -0.3795
- SMILES = O=CCCCO.O.O

Mulliken population analysis, charges in e, atoms 1 to 8: number 1, H, carries 0.35; number 2, H, carries 0.31; number 3, C, carries -0.29; number 4, O, carries -0.69; number 5, O, carries -0.52; number 6, O, carries -0.64; number 7, H, carries 0.27; number 8, H, carries 0.38


Quick one: least stable of them? version i